Here is a molecular structure, C24H30BCl4F5NO5S2SiW from the OMol25 dataset. Energies are from the ωB97M-V functional and the def2-TZVPD basis.

Each line ends with the Mulliken charge.
Positions of all 74 atoms, in Å:
W: -1.07354 0.31534 -2.01731  1.248
F: -2.94867 3.25781 -4.52998  -0.202
C: -2.71385 4.19514 -3.60054  0.641
F: -2.43637 5.34072 -4.22961  -0.291
F: -3.84367 4.36727 -2.90125  -0.230
C: -1.57570 3.77317 -2.70785  0.169
C: -0.41773 4.49145 -2.61299  -0.285
C: 0.63764 4.05430 -1.77949  -1.036
C: 0.52060 2.86759 -1.13216  -0.324
N: -0.63476 2.14380 -1.21405  0.040
C: -1.71191 2.62157 -1.89439  0.215
S: -3.05286 1.50251 -1.78103  -0.343
H: -0.30935 5.40399 -3.18368  0.573
H: 1.54287 4.63581 -1.68948  0.515
H: 1.29965 2.42544 -0.52851  0.164
Cl: 0.72187 -1.63027 -8.28791  -0.157
C: 0.23591 -1.74255 -6.65190  0.560
C: 0.11585 -2.99397 -6.03703  0.320
Cl: 0.44628 -4.41912 -6.92512  -0.161
C: -0.27968 -3.09922 -4.70025  0.376
Cl: -0.48175 -4.60955 -3.92473  -0.149
C: -0.53190 -1.93437 -4.00218  0.463
O: -0.96900 -1.88144 -2.68792  -1.118
C: -0.42757 -0.70316 -4.61876  -0.462
O: -0.73737 0.37535 -3.83018  -0.314
C: -0.04556 -0.57447 -5.94036  -0.244
Cl: 0.06536 0.98069 -6.63562  -0.159
F: 0.88104 -0.81761 -1.79584  -0.646
B: 0.01446 -1.98043 -1.55773  1.541
F: 0.67529 -3.10758 -1.35121  -0.226
C: 3.30549 -0.80049 2.65095  -1.491
C: 2.86806 -0.73289 1.19644  1.573
C: 3.01902 0.67735 0.64937  -1.184
C: 3.61223 -1.73967 0.33876  -1.581
O: 1.47497 -1.13723 1.14329  0.556
Si: 0.02594 -0.59028 1.52377  -1.518
S: -1.24170 -1.31062 -0.19108  -0.852
O: -0.09695 1.01421 1.58703  1.504
C: -0.79277 1.87319 2.55089  1.677
C: -2.28302 1.58087 2.46969  -1.274
C: -0.23296 1.61936 3.94009  -1.617
C: -0.49954 3.29844 2.11343  -1.507
O: -0.70901 -1.30000 2.75294  0.486
C: -0.89860 -2.65820 3.25104  1.448
C: 0.01897 -3.62589 2.52184  -1.221
C: -2.36121 -3.00511 3.02607  -1.569
C: -0.56723 -2.60084 4.73210  -1.657
H: 4.36633 -0.56672 2.74478  0.505
H: 3.13774 -1.80018 3.05172  0.275
H: 2.74450 -0.08088 3.25231  0.255
H: 4.06845 0.97210 0.68304  0.603
H: 2.44782 1.37523 1.26265  0.068
H: 2.67940 0.72501 -0.38752  0.099
H: 4.67854 -1.51268 0.33167  0.431
H: 3.24184 -1.71392 -0.68622  0.207
H: 3.47456 -2.74684 0.73109  0.345
H: -2.49938 0.56402 2.79791  0.090
H: -2.63598 1.70720 1.44387  0.147
H: -2.83655 2.27049 3.10777  0.552
H: -0.40307 0.59005 4.25283  0.179
H: -0.72216 2.27902 4.65736  0.558
H: 0.83742 1.83278 3.96416  0.284
H: -0.95801 3.51235 1.14799  0.201
H: 0.57664 3.46553 2.04594  0.317
H: -0.90788 3.99989 2.84105  0.516
H: -0.19705 -3.65331 1.45075  0.225
H: -0.12761 -4.63147 2.91572  0.568
H: 1.06483 -3.35190 2.65788  0.171
H: -2.59756 -3.02784 1.96157  0.259
H: -3.00439 -2.27297 3.51448  0.334
H: -2.58038 -3.98831 3.44313  0.448
H: 0.47469 -2.31293 4.87843  0.324
H: -0.72299 -3.57723 5.19084  0.471
H: -1.20707 -1.87689 5.23722  0.316

The calculation puts the relative energy (zero: lowest compared OMol25 entry of this formula, charge and spin) at 2.23 kcal/mol. As for the total charge: +1. The max |F| comes out at 0.59 eV/A. Its HOMO energy (alpha / beta) is -11.48 / -11.48 eV. The LUMO energy (alpha / beta) is -4.254 / -4.251 eV. Its molar mass is 936.2 g/mol. The calculation puts the frontier orbital gap (alpha / beta) at 7.2263 / 7.2255 eV.


Here is a molecular structure, C4H9NO2 at a distorted geometry from the OMol25 dataset. Energies are from the ωB97M-V functional and the def2-TZVPD basis.

Each line ends with the Mulliken spin population.
Positions of all 16 atoms, in Å:
C: 0.92512 -0.77911 -0.47294  0.679
C: 1.52557 -2.15417 -0.19038  0.050
C: -1.85238 1.11885 0.68714  0.088
C: 0.04970 1.30193 0.32985  -0.045
N: 0.71763 0.02547 0.44300  0.979
O: 0.70358 2.12640 1.19880  0.018
O: 0.09443 1.98351 -1.00754  0.062
H: 0.48673 -0.68100 -1.43199  0.116
H: 1.00120 -3.06876 -0.55104  0.015
H: 1.37917 -2.40772 0.86974  0.001
H: 2.61079 -2.04754 -0.45052  0.028
H: -2.24319 0.38713 -0.07796  0.005
H: -2.13616 2.13196 0.42245  0.003
H: -1.76428 0.69386 1.67071  -0.004
H: 1.07094 1.55304 1.84560  0.010
H: 1.01555 2.38858 -0.97372  -0.005

The calculation puts the relative energy (zero: lowest compared OMol25 entry of this formula, charge and spin) at 29.59 kcal/mol. As for the spin multiplicity: 3. The max |F| comes out at 7.53 eV/A. Its HOMO energy (alpha / beta) is -5.27 / -9.70 eV. The LUMO energy (alpha / beta) is 0.806 / -2.851 eV. Its molar mass is 103.1 g/mol. The calculation puts the frontier orbital gap (alpha / beta) at 6.0770 / 6.8457 eV.


Here is 2 unconnected molecules or ions with the total composition C9H14O at a distorted geometry from the OMol25 dataset. Energies are from the ωB97M-V functional and the def2-TZVPD basis.

Each line ends with the Mulliken charge.
Positions of all 24 atoms, in Å:
C: 0.43346 -1.98152 -2.95258  -1.379
C: 0.28925 -0.83509 -1.95587  0.598
C: -0.94865 -0.47320 -1.47414  -0.462
C: -1.13129 0.68565 -0.68370  -0.533
C: 0.01936 1.27352 -0.20510  0.432
O: -0.00953 2.34964 0.65382  -0.560
C: 1.31137 0.88100 -0.58960  -0.592
C: 1.42989 -0.16446 -1.49806  -0.383
H: 0.52148 -1.53120 -3.94432  0.295
H: -0.49811 -2.54417 -2.99788  0.350
H: 1.29465 -2.59110 -2.70133  0.357
H: -1.82060 -1.04385 -1.76486  0.318
H: -2.11759 0.94740 -0.32988  0.394
H: -0.78474 2.29294 1.18681  0.348
H: 2.16727 1.47778 -0.31446  0.432
H: 2.40911 -0.46082 -1.85302  0.365
C: -0.37689 -0.47980 2.83883  -0.635
C: -0.75481 -0.79829 4.26824  -0.965
H: -0.31844 -1.31014 2.11977  0.332
H: -1.08527 0.12564 2.27110  0.123
H: 0.59009 0.00696 2.69014  0.308
H: -1.19551 -1.78554 4.36517  0.282
H: -1.30980 0.01273 4.74161  0.299
H: 0.12673 -0.81066 4.92193  0.276

The calculation puts the relative energy (zero: lowest compared OMol25 entry of this formula, charge and spin) at 12.19 kcal/mol. The max |F| comes out at 1.91 eV/A. Its HOMO energy is -8.47 eV. The LUMO energy is 0.893 eV. Its molar mass is 138.2 g/mol. The calculation puts the frontier orbital gap at 9.3646 eV.


Here is a molecular structure, C6H13GaO3 at a distorted geometry from the OMol25 dataset. Energies are from the ωB97M-V functional and the def2-TZVPD basis.

Each line ends with the Mulliken spin population.
Positions of all 23 atoms, in Å:
C: 0.08651 -1.85134 2.39707  0.027
O: 0.51779 -0.54133 2.09459  0.023
C: -0.39397 0.48809 2.60398  0.790
C: -1.22518 0.95793 1.47382  0.069
O: -0.41981 1.25604 0.25177  0.026
C: -1.07623 1.06694 -0.98832  0.015
C: -0.02625 0.78937 -2.03628  0.003
O: 0.82261 -0.23224 -1.51963  0.000
C: 1.72529 -0.76747 -2.47659  0.000
Ga: 1.30515 0.23046 0.45028  0.010
H: -0.73087 -2.34648 1.85230  -0.001
H: 0.93670 -2.53291 2.21593  0.001
H: -0.51879 -1.49919 3.37614  -0.015
H: -1.77022 1.87611 1.73709  -0.003
H: -1.95410 0.19788 1.14850  0.015
H: -1.66356 1.95440 -1.26915  0.001
H: -1.75985 0.20589 -0.91374  -0.002
H: 0.57482 1.68694 -2.25491  -0.001
H: -0.50258 0.44948 -2.96753  0.002
H: 2.23264 -1.61831 -2.00938  0.000
H: 1.17169 -1.10626 -3.36315  0.000
H: 2.46841 -0.01107 -2.76994  0.000
H: 0.19982 1.34707 2.96714  0.039

As for the spin multiplicity: 2. As for the total charge: +1. The max |F| comes out at 4.11 eV/A. Its HOMO energy (alpha / beta) is -11.32 / -11.28 eV. The LUMO energy (alpha / beta) is -2.741 / -5.892 eV. Its molar mass is 202.9 g/mol. The calculation puts the frontier orbital gap (alpha / beta) at 8.5819 / 5.3902 eV.


> Which of these has the lowest max |F|?

C24H30BCl4F5NO5S2SiW